i.
A structure of composition C6H8O3. Source: OMol25; level of theory: ωB97M-V/def2-TZVPD.

Last column: Löwdin charge in e.
Cartesian coordinates (Å):
1 O -0.37 6.07 -1.94  0.1807
2 O -0.50 0.44 -2.46  -0.2134
3 O -3.19 4.57 -2.51  -0.1354
4 C -0.69 2.75 -0.59  -0.0362
5 C 0.76 1.47 1.26  -0.0809
6 C -1.45 3.69 -1.41  -0.2594
7 C -0.91 5.10 -1.50  -0.0811
8 C -2.78 4.43 -1.18  -0.1464
9 C -0.07 2.13 0.25  -0.0658
10 H -1.15 3.32 -2.41  0.1343
11 H -0.15 1.48 -3.22  0.2627
12 H -0.66 0.68 -1.53  -0.0504
13 H -3.75 4.48 -0.67  0.1241
14 H 1.82 1.62 1.04  0.0900
15 H 0.55 0.39 1.29  0.0861
16 H -1.43 5.41 1.32  0.1046
17 H 0.55 1.89 2.25  0.0865

The calculation puts the highest occupied orbital energy (alpha / beta) at -9.6 / -7.9 eV. The spin multiplicity is 1. For the HOMO-LUMO gap (alpha / beta), the calculation gives 0.323 / 0.245 Eh. The molar mass comes out at 128.13 g mol⁻¹.


ii.
The molecule C6H8O3. Source: OMol25; level of theory: ωB97M-V/def2-TZVPD.

Last column: Löwdin charge in e.
Cartesian coordinates (Å):
1 O -1.92 -0.72 0.31  0.0220
2 O 1.28 -1.86 0.10  0.0499
3 O 1.33 1.52 0.80  0.1055
4 C 0.80 -0.98 2.27  0.0817
5 C -1.46 0.06 -0.71  -0.1186
6 C 0.94 -0.83 0.95  -0.3299
7 C -0.26 0.66 -0.74  -0.2028
8 C 0.71 0.54 0.38  -0.3028
9 C 0.11 1.61 -1.85  -0.0491
10 H 1.44 -2.65 0.65  0.1121
11 H -2.83 -1.01 0.10  0.1139
12 H -2.19 0.18 -1.50  0.1289
13 H 0.58 1.05 -2.67  0.0849
14 H 0.51 -0.14 2.90  0.0771
15 H 0.93 -1.94 2.76  0.0649
16 H -0.77 2.13 -2.24  0.0810
17 H 0.82 2.37 -1.52  0.0814

The calculation puts the highest occupied orbital energy at -9.0 eV. The spin multiplicity is 1. As for the SMILES: C=C(O)C(=O)/C(C)=C\O. For the HOMO-LUMO gap, the calculation gives 0.349 Eh. The molar mass comes out at 128.13 g mol⁻¹.


iii.
A structure of composition C6H8O3. Source: OMol25; level of theory: ωB97M-V/def2-TZVPD.

Last column: Löwdin charge in e.
Cartesian coordinates (Å):
1 O 1.70 -1.53 -0.35  0.0698
2 O 1.48 1.20 1.42  0.0919
3 O -1.20 1.97 0.13  0.1101
4 C 1.01 0.82 0.33  -0.4724
5 C -0.54 0.81 0.17  -0.3004
6 C 1.63 1.21 -1.02  0.0090
7 C -0.85 -0.45 0.17  -0.0721
8 C 0.92 -1.14 0.49  -0.1668
9 C -1.83 -1.53 0.25  -0.0632
10 H 0.84 -1.64 1.47  0.1317
11 H -2.16 1.81 0.12  0.1256
12 H -2.81 -1.13 0.54  0.0866
13 H -1.57 -2.28 1.00  0.0848
14 H 2.71 1.13 -0.93  0.0916
15 H 1.32 2.23 -1.26  0.0977
16 H -1.94 -2.03 -0.72  0.0878
17 H 1.29 0.55 -1.81  0.0883

The calculation puts the highest occupied orbital energy at -8.9 eV. The spin multiplicity is 1. For the HOMO-LUMO gap, the calculation gives 0.296 Eh. The molar mass comes out at 128.13 g mol⁻¹.


The structure with the greatest stability is ii.


i.
The molecule C2H3NO2. Source: OMol25; level of theory: ωB97M-V/def2-TZVPD.

Last column: Löwdin charge in e.
Cartesian coordinates (Å):
1 O 2.36 0.54 -0.12  0.1029
2 O -0.87 -0.71 -0.19  -0.1859
3 N 0.53 -0.91 -0.06  0.0498
4 C 1.22 0.21 -0.22  -0.2635
5 C -1.09 0.71 -0.07  0.0415
6 H 0.79 -1.78 0.28  0.1337
7 H -1.05 0.80 1.02  0.0656
8 H -1.89 1.14 -0.64  0.0559

The calculation puts the highest occupied orbital energy (alpha / beta) at -8.9 / -8.6 eV. The spin multiplicity is 1. For the HOMO-LUMO gap (alpha / beta), the calculation gives 0.320 / 0.310 Eh. The molar mass comes out at 73.05 g mol⁻¹.


ii.
The molecule C2H3NO2. Source: OMol25; level of theory: ωB97M-V/def2-TZVPD.

Last column: Löwdin charge in e.
Cartesian coordinates (Å):
1 O -0.23 -1.04 0.32  -0.0750
2 O -1.69 0.87 0.29  -0.0093
3 N -0.73 0.08 -0.42  -0.1254
4 C 0.66 0.57 -0.40  -0.0560
5 C 1.10 -0.62 -0.02  -0.0480
6 H -2.19 0.19 0.78  0.1013
7 H 1.87 -1.26 0.46  0.1332
8 H 1.20 1.21 -1.02  0.0793

The calculation puts the highest occupied orbital energy at -9.4 eV. The spin multiplicity is 1. As for the SMILES: On1cco1. For the HOMO-LUMO gap, the calculation gives 0.378 Eh. The molar mass comes out at 73.05 g mol⁻¹.


The structure with the greatest stability is i.


i.
A cluster of 2 separate species, C2H3NO2 in total. Source: OMol25; level of theory: ωB97M-V/def2-TZVPD.

Last column: Löwdin charge in e.
Cartesian coordinates (Å):
1 O 1.85 -1.57 0.90  0.1745
2 O 1.67 -0.02 -0.81  0.1762
3 N -0.54 -0.66 0.17  0.1225
4 C 1.74 -0.77 0.06  -0.4999
5 C -1.03 0.55 0.00  -0.2668
6 H -2.20 0.51 0.32  0.1566
7 H -1.09 0.66 -1.03  0.0668
8 H -0.40 1.30 0.38  0.0701

The calculation puts the highest occupied orbital energy (alpha / beta) at -9.7 / -9.5 eV. The spin multiplicity is 1. For the HOMO-LUMO gap (alpha / beta), the calculation gives 0.330 / 0.330 Eh. The molar mass comes out at 73.05 g mol⁻¹.


ii.
A cluster of 2 separate species, C2H3NO2 in total. Source: OMol25; level of theory: ωB97M-V/def2-TZVPD.

Last column: Löwdin charge in e.
Cartesian coordinates (Å):
1 O -2.68 0.40 -0.09  -0.0969
2 O -2.72 -0.89 0.11  -0.0626
3 N -0.89 1.13 0.06  0.1788
4 C 0.00 0.41 -0.24  -0.2914
5 C 1.17 -0.17 -0.24  0.0398
6 H -3.07 0.78 0.62  0.0610
7 H 1.51 -0.72 0.69  0.0968
8 H 1.58 -0.34 -1.26  0.0744

The calculation puts the highest occupied orbital energy (alpha / beta) at -10.2 / -9.0 eV. The spin multiplicity is 1. For the HOMO-LUMO gap (alpha / beta), the calculation gives 0.336 / 0.304 Eh. The molar mass comes out at 73.05 g mol⁻¹.


iii.
A cluster of 2 separate species, C2H3NO2 in total. Source: OMol25; level of theory: ωB97M-V/def2-TZVPD.

Last column: Löwdin charge in e.
Cartesian coordinates (Å):
1 O 0.12 -1.26 0.67  -0.0508
2 O -1.77 -0.74 -0.83  0.0192
3 N -2.25 0.09 -0.15  -0.2125
4 C 1.06 -1.26 -0.13  -0.0998
5 C -2.58 0.93 0.59  0.1717
6 H 1.44 -2.20 -0.55  0.0845
7 H 1.49 -0.31 -0.34  0.0655
8 H -3.09 1.63 1.07  0.0222

The calculation puts the highest occupied orbital energy at -9.8 eV. The spin multiplicity is 1. As for the SMILES: C#[N+][O-].C=O. For the HOMO-LUMO gap, the calculation gives 0.397 Eh. The molar mass comes out at 73.05 g mol⁻¹.


The structure with the greatest stability is i.


i.
The molecule C2H3NO2. Source: OMol25; level of theory: ωB97M-V/def2-TZVPD.

Last column: Löwdin charge in e.
Cartesian coordinates (Å):
1 O 2.35 -0.41 -0.09  0.2796
2 O 0.20 1.50 -0.06  -0.1869
3 N -0.01 -0.69 -0.18  0.1286
4 C -0.78 0.53 0.04  -0.3414
5 C 1.21 -0.37 -0.06  -0.2298
6 H -0.32 -1.54 0.19  0.1378
7 H -1.35 0.55 -0.83  0.0919
8 H -1.30 0.43 0.99  0.1202

The calculation puts the highest occupied orbital energy at -8.9 eV. The spin multiplicity is 1. For the HOMO-LUMO gap, the calculation gives 0.339 Eh. The molar mass comes out at 73.05 g mol⁻¹.


ii.
A cluster of 2 separate species, C2H3NO2 in total. Source: OMol25; level of theory: ωB97M-V/def2-TZVPD.

Last column: Löwdin charge in e.
Cartesian coordinates (Å):
1 O -1.64 -1.52 -2.49  0.0703
2 O -0.04 -0.48 0.18  0.0183
3 N 0.65 1.63 0.60  0.0711
4 C 0.36 0.46 1.01  -0.3914
5 C -0.89 -2.18 -2.03  -0.0086
6 H 1.01 2.34 1.34  0.0813
7 H 0.24 -0.41 -0.69  0.0338
8 H 0.32 0.14 2.06  0.1251

The calculation puts the highest occupied orbital energy at -10.3 eV. The spin multiplicity is 1. For the HOMO-LUMO gap, the calculation gives 0.418 Eh. The molar mass comes out at 73.05 g mol⁻¹.


iii.
A structure of composition C2H3NO2. Source: OMol25; level of theory: ωB97M-V/def2-TZVPD.

Last column: Löwdin charge in e.
Cartesian coordinates (Å):
1 O 1.78 -0.23 0.51  -0.4609
2 O -0.97 -1.41 0.12  0.1178
3 N -0.56 -0.09 -0.33  -0.0828
4 C -0.62 1.18 0.01  0.1918
5 C -0.14 -1.25 -0.87  -0.0183
6 H 0.27 1.56 -0.38  0.0896
7 H -1.28 1.62 0.74  0.1128
8 H 1.51 -1.38 0.20  0.0500

The calculation puts the highest occupied orbital energy (alpha / beta) at -8.4 / -8.4 eV. The spin multiplicity is 1. For the HOMO-LUMO gap (alpha / beta), the calculation gives 0.228 / 0.227 Eh. The molar mass comes out at 73.05 g mol⁻¹.


The structure with the greatest stability is ii.


i.
The molecule C2H3NO2. Source: OMol25; level of theory: ωB97M-V/def2-TZVPD.

Last column: Löwdin charge in e.
Cartesian coordinates (Å):
1 O -0.03 -1.60 0.68  -0.0458
2 O 0.44 1.06 -1.67  -0.0718
3 N -0.05 -0.45 0.24  -0.3530
4 C -0.55 0.55 0.89  0.1555
5 C 0.54 -0.22 -1.02  0.0075
6 H -0.28 1.49 0.62  0.0621
7 H -1.12 0.34 1.70  0.0764
8 H 1.05 -1.17 -1.43  0.1690

The calculation puts the highest occupied orbital energy (alpha / beta) at -9.6 / -9.6 eV. The spin multiplicity is 1. As for the SMILES: C=[N+]([O-])C=O. For the HOMO-LUMO gap (alpha / beta), the calculation gives 0.288 / 0.288 Eh. The molar mass comes out at 73.05 g mol⁻¹.


ii.
The molecule C2H3NO2. Source: OMol25; level of theory: ωB97M-V/def2-TZVPD.

Last column: Löwdin charge in e.
Cartesian coordinates (Å):
1 O 2.77 -0.08 0.58  0.0123
2 O -0.03 2.23 -0.48  0.0858
3 N 2.05 0.37 -0.27  -0.0562
4 C -0.16 1.21 0.13  -0.2659
5 C 0.66 -0.05 -0.24  -0.1953
6 H 0.25 -0.38 -1.31  0.1631
7 H -0.75 0.96 0.98  0.0986
8 H 0.28 -0.96 0.50  0.1576

The calculation puts the highest occupied orbital energy (alpha / beta) at -9.5 / -9.5 eV. The spin multiplicity is 1. As for the SMILES: O=CCN=O. For the HOMO-LUMO gap (alpha / beta), the calculation gives 0.336 / 0.336 Eh. The molar mass comes out at 73.05 g mol⁻¹.


The structure with the greatest stability is ii.


i.
The molecule C2H3NO2. Source: OMol25; level of theory: ωB97M-V/def2-TZVPD.

Last column: Löwdin charge in e.
Cartesian coordinates (Å):
1 O -0.03 -0.92 -1.62  0.0450
2 O 0.62 -0.38 2.15  0.0691
3 N -0.08 0.51 0.16  0.0823
4 C 0.06 -0.52 1.10  -0.2963
5 C -0.09 0.21 -1.19  -0.3208
6 H -0.15 1.09 -1.84  0.1339
7 H -0.44 -1.44 0.78  0.1402
8 H 0.10 1.46 0.47  0.1466

The calculation puts the highest occupied orbital energy at -10.5 eV. The spin multiplicity is 1. As for the SMILES: O=CNC=O. For the HOMO-LUMO gap, the calculation gives 0.409 Eh. The molar mass comes out at 73.05 g mol⁻¹.


ii.
A cluster of 2 separate species, C2H3NO2 in total. Source: OMol25; level of theory: ωB97M-V/def2-TZVPD.

Last column: Löwdin charge in e.
Cartesian coordinates (Å):
1 O 0.18 -2.18 -0.44  0.0197
2 O -3.04 0.27 0.62  0.0315
3 N -2.53 -0.17 -0.31  0.1068
4 C 0.21 -1.17 0.21  -0.4296
5 C -0.18 0.08 -0.30  0.0149
6 H 0.68 -1.30 1.23  0.1241
7 H -0.47 0.14 -1.35  0.0706
8 H -0.32 0.87 0.43  0.0619

The calculation puts the highest occupied orbital energy (alpha / beta) at -9.4 / -9.2 eV. The spin multiplicity is 1. For the HOMO-LUMO gap (alpha / beta), the calculation gives 0.327 / 0.301 Eh. The molar mass comes out at 73.05 g mol⁻¹.


iii.
A cluster of 2 separate species, C2H3NO2 in total. Source: OMol25; level of theory: ωB97M-V/def2-TZVPD.

Last column: Löwdin charge in e.
Cartesian coordinates (Å):
1 O -0.71 -1.15 0.33  -0.1037
2 O -4.86 0.06 0.01  0.0402
3 N -0.39 -0.57 -0.93  0.0076
4 C -3.74 0.11 0.06  0.0097
5 C 0.40 -0.34 0.22  -0.2473
6 H -1.06 0.18 -1.11  0.0722
7 H 1.36 -0.84 0.25  0.1087
8 H 0.35 0.62 0.73  0.1126

The calculation puts the highest occupied orbital energy at -9.8 eV. The spin multiplicity is 1. For the HOMO-LUMO gap, the calculation gives 0.399 Eh. The molar mass comes out at 73.05 g mol⁻¹.


The structure with the greatest stability is i.


i.
The molecule C2H3NO2. Source: OMol25; level of theory: ωB97M-V/def2-TZVPD.

Last column: Löwdin charge in e.
Cartesian coordinates (Å):
1 O -0.45 2.23 -0.12  0.0666
2 O -0.27 -1.67 -0.80  -0.0432
3 N 0.24 -1.19 0.22  -0.1093
4 C -0.32 1.09 -0.44  -0.2866
5 C 0.28 0.12 0.43  -0.0308
6 H -0.68 0.58 -1.47  0.1605
7 H 0.46 -1.75 0.96  0.1382
8 H 0.74 0.59 1.23  0.1045

The calculation puts the highest occupied orbital energy (alpha / beta) at -9.7 / -9.7 eV. The spin multiplicity is 1. As for the SMILES: O=C/C=[NH+]\[O-]. For the HOMO-LUMO gap (alpha / beta), the calculation gives 0.329 / 0.329 Eh. The molar mass comes out at 73.05 g mol⁻¹.


ii.
The molecule C2H3NO2. Source: OMol25; level of theory: ωB97M-V/def2-TZVPD.

Last column: Löwdin charge in e.
Cartesian coordinates (Å):
1 O 1.59 -0.71 0.78  0.0742
2 O -0.45 1.50 -0.89  0.0648
3 N -1.13 -0.34 0.31  0.1768
4 C 1.22 -0.03 -0.15  -0.1542
5 C -0.22 0.47 -0.29  -0.5160
6 H -0.81 -1.12 0.86  0.1039
7 H -2.10 -0.06 0.34  0.1191
8 H 1.89 0.30 -0.96  0.1314

The calculation puts the highest occupied orbital energy at -10.0 eV. The spin multiplicity is 1. As for the SMILES: NC(=O)C=O. For the HOMO-LUMO gap, the calculation gives 0.368 Eh. The molar mass comes out at 73.05 g mol⁻¹.


The structure with the greatest stability is ii.


i.
The molecule C2H3NO2. Source: OMol25; level of theory: ωB97M-V/def2-TZVPD.

Last column: Löwdin charge in e.
Cartesian coordinates (Å):
1 O -1.36 -1.53 -1.04  0.1184
2 O -3.98 0.83 0.69  -0.0037
3 N -3.10 0.01 0.30  -0.0459
4 C -1.12 -0.48 -0.67  -0.3643
5 C -1.78 0.39 0.40  -0.1596
6 H -1.63 1.37 0.52  0.0701
7 H -1.07 -0.36 1.19  0.2427
8 H -0.04 -0.02 -0.84  0.1422

The calculation puts the highest occupied orbital energy (alpha / beta) at -9.7 / -9.7 eV. The spin multiplicity is 1. As for the SMILES: O=CCN=O. For the HOMO-LUMO gap (alpha / beta), the calculation gives 0.319 / 0.319 Eh. The molar mass comes out at 73.05 g mol⁻¹.


ii.
A cluster of 2 separate species, C2H3NO2 in total. Source: OMol25; level of theory: ωB97M-V/def2-TZVPD.

Last column: Löwdin charge in e.
Cartesian coordinates (Å):
1 O -2.29 0.67 0.00  -0.0658
2 O 2.32 0.83 0.00  0.0681
3 N -0.89 0.54 0.00  -0.0982
4 C -0.35 -0.56 -0.01  -0.0393
5 C 1.89 -0.26 0.00  -0.0843
6 H -2.43 1.63 0.02  0.0886
7 H -0.62 -1.60 -0.02  0.0546
8 H 2.38 -1.23 0.01  0.0763

The calculation puts the highest occupied orbital energy at -8.5 eV. The spin multiplicity is 1. For the HOMO-LUMO gap, the calculation gives 0.337 Eh. The molar mass comes out at 73.05 g mol⁻¹.


The structure with the greatest stability is i.